This record from OMol25 describes C15H32NO3P2Sr as an isolated structure. The level of theory is ωB97M-V/def2-TZVPD.

Element x y z (Å)
Sr (-0.190, 0.255, -0.663)
P (-0.091, 2.248, 1.349)
C (1.733, 2.395, 1.374)
C (2.518, 1.065, 1.487)
N (1.955, -0.061, 0.958)
C (2.690, -1.211, 0.973)
C (3.967, -1.289, 1.550)
C (4.527, -0.120, 2.087)
C (3.804, 1.082, 2.046)
C (2.046, -2.505, 0.419)
P (0.835, -2.346, -0.940)
H (4.201, 2.035, 2.441)
H (4.490, -2.264, 1.568)
H (5.522, -0.145, 2.537)
H (2.781, -3.177, -0.059)
H (1.469, -3.015, 1.223)
H (1.986, 2.920, 0.418)
H (1.857, 3.031, 2.267)
H (1.698, 2.063, -4.101)
O (2.227, 2.863, -3.919)
H (3.034, 2.709, -4.445)
H (-0.431, -1.276, -4.954)
O (-0.062, -0.845, -5.746)
H (-0.563, -1.270, -6.470)
C (1.741, -2.184, -2.533)
H (2.258, -3.162, -2.586)
H (1.027, -1.994, -3.373)
H (2.438, -1.315, -2.460)
C (-0.332, -3.758, -0.983)
H (-1.086, -3.574, -1.791)
H (0.354, -4.610, -1.177)
H (-0.854, -3.792, 0.006)
C (-0.719, 2.000, 3.046)
H (-0.391, 2.919, 3.567)
H (-1.823, 1.852, 3.028)
H (-0.249, 1.074, 3.447)
C (-0.813, 3.768, 0.599)
H (-1.922, 3.647, 0.523)
H (-0.498, 4.568, 1.300)
H (-0.398, 3.882, -0.434)
C (-3.865, 0.680, 1.773)
C (-3.451, -0.176, 0.568)
C (-3.810, -1.652, 0.812)
C (-4.141, 0.348, -0.710)
O (-2.053, -0.110, 0.423)
H (-4.958, 0.653, 1.954)
H (-3.532, 1.720, 1.611)
H (-3.317, 0.321, 2.658)
H (-4.895, -1.804, 0.977)
H (-3.465, -2.253, -0.048)
H (-3.236, -2.005, 1.685)
H (-3.818, 1.387, -0.901)
H (-3.807, -0.249, -1.577)
H (-5.248, 0.311, -0.632)

F_max in eV/A: 2.7
Spin multiplicity: 1
Relative energy (zero: lowest compared OMol25 entry of this formula, charge and spin) in kJ/mol: 0.0
Total charge: +1
M in g/mol: 424.0